Here is a molecular structure, C18H27BN8PdSb at a distorted geometry from OMol25. Energies are from ωB97M-V/def2-TZVPD.

Last column: Löwdin spin population.
CARTESIAN COORDINATES (ANGSTROEM)
Pd -0.08 0.30 -1.32  0.799
C 0.02 4.65 -2.08  0.004
C 0.05 3.33 -2.54  0.013
N 0.04 2.51 -1.50  0.103
N 0.01 3.24 -0.36  0.004
C 0.00 4.54 -0.70  0.008
B -0.01 2.50 0.99  0.000
N -1.31 1.62 1.03  0.008
C -2.23 1.53 2.01  0.019
C -3.23 0.66 1.60  0.015
C -2.85 0.26 0.33  0.020
N -1.70 0.86 0.00  0.156
N 1.25 1.57 1.05  0.005
C 2.21 1.53 1.99  0.010
C 3.15 0.59 1.62  0.009
C 2.69 0.09 0.40  0.017
N 1.56 0.70 0.08  0.131
N 0.00 3.31 2.27  0.000
C -0.02 4.61 2.61  0.000
C 0.03 4.70 3.99  0.000
C 0.06 3.36 4.44  0.000
N 0.00 2.57 3.40  0.000
H 0.02 5.54 -2.66  0.001
H 0.08 2.96 -3.55  0.000
H -0.04 5.33 0.01  0.001
H -2.15 2.06 2.93  0.001
H -4.09 0.36 2.16  0.001
H -3.36 -0.37 -0.37  0.001
H 2.20 2.15 2.86  0.001
H 4.03 0.30 2.15  0.001
H 3.15 -0.62 -0.26  0.000
H -0.05 5.40 1.90  0.000
H -0.01 5.59 4.59  0.000
H 0.08 2.98 5.43  0.000
C 2.49 -3.43 -3.06  -0.001
C 1.77 -3.55 -1.73  -0.026
Sb -0.02 -2.29 -1.63  -0.198
C -1.45 -3.21 -3.03  -0.043
C -1.50 -4.71 -2.91  -0.019
C -0.69 -2.67 0.46  -0.016
C -0.52 -4.10 0.89  -0.010
H 3.35 -4.09 -3.06  0.000
H 2.84 -2.42 -3.24  -0.001
H 1.85 -3.73 -3.89  0.000
H 2.41 -3.25 -0.90  0.000
H 1.42 -4.56 -1.55  -0.006
H -1.13 -2.90 -4.03  0.000
H -2.42 -2.75 -2.83  0.000
H -0.53 -5.17 -3.07  -0.001
H -2.17 -5.10 -3.67  -0.006
H -1.89 -5.03 -1.94  0.000
H -1.73 -2.36 0.49  0.000
H -0.10 -1.99 1.08  0.000
H -1.12 -4.79 0.30  0.000
H -0.86 -4.19 1.93  -0.003
H 0.52 -4.42 0.87  0.000

Output
DFT total energy	-41701.943	eV
ΔE to the lowest compared entry with this formula, charge and spin	24.2	kcal per mole
spin multiplicity	2
LUMO energy (alpha / beta)	-10.23 / -9.56	eV
total charge	+2
Kohn-Sham gap (alpha / beta)	3.79 / 4.46	eV

***

Here is a molecular structure, C2H3Cl2FS at a distorted geometry from OMol25. Energies are from ωB97M-V/def2-TZVPD.

Last column: Mulliken charge in e.
CARTESIAN COORDINATES (ANGSTROEM)
C 0.24 -0.65 -0.55  -0.496
C -0.74 0.27 0.15  0.354
H 2.08 0.57 1.42  0.184
H 0.07 -0.69 -1.76  0.318
H -0.11 -1.62 0.00  0.321
F -0.67 -0.08 1.50  -0.198
S 1.92 0.18 -0.26  -0.242
Cl -2.31 -0.02 -0.39  -0.128
Cl -0.48 2.04 -0.10  -0.113

Output
DFT total energy	-40717.974	eV
ΔE to the lowest compared entry with this formula, charge and spin	49.7	kcal per mole
LUMO energy	-0.09	eV
Kohn-Sham gap	9.27	eV

***

Here is a molecular structure, C34H38N3O3S3Zn at a distorted geometry from OMol25. Energies are from ωB97M-V/def2-TZVPD.

Last column: Mulliken charge in e.
CARTESIAN COORDINATES (ANGSTROEM)
Zn -0.76 0.44 0.13  0.744
C -2.82 3.79 -3.60  -0.829
S -1.08 3.51 -3.14  -0.047
C -1.17 1.93 -2.36  0.572
S -2.58 1.35 -1.63  -0.637
N -0.10 1.21 -2.54  -1.533
N 0.00 0.08 -1.87  1.375
C 0.47 -0.95 -2.48  -0.856
C 0.39 -2.26 -1.91  1.009
C 0.79 -3.38 -2.65  -0.870
C 0.56 -4.64 -2.14  -0.409
C -0.07 -4.76 -0.91  -0.881
C -0.40 -3.60 -0.23  0.138
N -0.18 -2.39 -0.70  0.221
H -2.95 4.86 -3.69  0.334
H -3.02 3.30 -4.55  0.291
H -3.46 3.39 -2.83  0.264
H 0.80 -0.87 -3.51  0.315
H 1.30 -3.24 -3.60  0.385
H 0.84 -5.52 -2.70  0.420
H -0.29 -5.73 -0.50  0.416
H -0.88 -3.65 0.74  0.062
C -2.13 -1.79 2.68  -1.466
C -1.41 -0.48 3.00  0.937
C -2.40 0.68 3.05  -1.258
C -0.29 -0.20 2.01  -0.558
H -2.90 -2.00 3.42  0.517
H -1.42 -2.62 2.68  0.245
H -2.58 -1.73 1.69  0.197
H -0.97 -0.59 4.01  0.294
H -2.85 0.84 2.07  0.107
H -1.90 1.60 3.35  0.210
H -3.20 0.47 3.77  0.502
H 0.37 -1.07 1.97  0.173
H 0.30 0.64 2.39  0.181
O 2.91 -2.33 -1.04  -0.688
S 2.44 -1.80 0.25  1.103
C 3.26 -2.90 1.46  0.079
C 4.03 -3.92 0.94  -0.425
C 4.56 -4.89 1.78  -0.700
C 4.31 -4.82 3.14  -0.402
C 3.55 -3.78 3.66  -0.805
C 3.01 -2.83 2.81  -0.067
C 3.48 -0.33 0.51  0.481
C 3.62 0.33 1.72  -0.140
C 4.32 1.52 1.75  -0.676
C 4.85 2.06 0.59  -0.493
C 4.73 1.38 -0.60  -0.780
C 4.04 0.19 -0.64  -0.362
H 4.19 -3.95 -0.13  0.444
H 5.15 -5.69 1.36  0.392
H 4.69 -5.59 3.80  0.379
H 3.38 -3.72 4.72  0.397
H 2.38 -2.04 3.21  0.297
H 3.20 -0.07 2.62  0.101
H 4.43 2.05 2.69  0.402
H 5.36 3.01 0.62  0.372
H 5.14 1.78 -1.51  0.401
H 3.90 -0.37 -1.56  0.484
C -3.51 5.76 5.02  -1.497
C -2.64 5.14 3.96  0.788
C -1.29 4.89 4.18  -1.202
C -0.48 4.36 3.19  1.128
C 0.98 4.16 3.45  -1.457
C -1.02 4.05 1.94  1.025
C -2.37 4.30 1.70  1.498
C -2.99 4.01 0.37  -1.304
C -3.16 4.83 2.71  -1.178
C -0.10 3.57 0.80  -1.225
O 0.76 4.35 0.42  -0.694
O -0.31 2.41 0.34  -0.543
H -2.90 6.25 5.78  0.370
H -4.12 5.00 5.50  0.263
H -4.18 6.49 4.57  0.372
H -0.87 5.13 5.15  0.283
H 1.25 4.52 4.45  0.371
H 1.56 4.70 2.71  0.340
H 1.25 3.10 3.38  0.145
H -2.26 4.18 -0.42  0.216
H -3.86 4.64 0.20  0.441
H -3.31 2.97 0.33  0.122
H -4.21 5.02 2.52  0.382

Output
DFT total energy	-127412.746	eV
ΔE to the lowest compared entry with this formula, charge and spin	41.0	kcal per mole
LUMO energy	2.27	eV
total charge	-1
Kohn-Sham gap	7.14	eV

***

Here is a molecular structure, C32H53N6O3PSSi2Sr at a distorted geometry from OMol25. Energies are from ωB97M-V/def2-TZVPD.

Last column: Mulliken charge in e.
CARTESIAN COORDINATES (ANGSTROEM)
Sr -1.15 0.20 0.62  1.255
C -1.59 -2.61 4.18  -1.142
N -1.39 -2.63 2.75  0.636
C -1.86 -3.57 1.88  -0.331
C -1.43 -3.20 0.64  -1.109
N -0.66 -2.08 0.73  -0.747
C -0.67 -1.73 2.03  -0.065
P 0.10 -0.23 3.02  1.138
C 0.17 1.54 2.19  0.063
N 0.37 1.95 0.92  -0.731
C 0.37 3.31 0.98  -1.109
C 0.19 3.73 2.27  -0.168
N 0.07 2.60 3.02  0.586
C -0.17 2.57 4.45  -1.325
C 1.79 -0.63 2.40  0.419
N 2.12 -0.66 1.13  -0.227
C 3.44 -0.98 1.09  -0.858
C 3.92 -1.15 2.36  -0.135
N 2.86 -0.92 3.20  0.185
C 2.89 -1.01 4.64  -0.625
H -2.38 -3.32 4.43  0.361
H -0.68 -2.88 4.71  0.263
H -1.92 -1.61 4.48  0.261
H -2.46 -4.40 2.22  0.464
H -1.59 -3.67 -0.31  0.513
H 0.50 3.89 0.08  0.493
H 0.15 4.71 2.71  0.434
H -0.38 3.59 4.77  0.336
H -1.04 1.94 4.67  0.435
H 0.71 2.20 4.98  0.251
H 3.98 -1.07 0.16  0.429
H 4.90 -1.40 2.74  0.395
H 3.92 -1.12 4.97  0.303
H 2.47 -0.11 5.09  0.211
H 2.32 -1.87 5.00  0.260
C -3.99 -0.17 -2.18  -1.062
Si -2.36 0.84 -2.36  0.086
C -2.89 2.68 -2.49  -1.211
C -1.73 0.37 -4.09  0.224
C -1.94 1.17 -5.22  -0.125
C -1.47 0.80 -6.48  -0.576
C -0.78 -0.39 -6.64  -0.381
C -0.56 -1.20 -5.53  -0.553
C -1.02 -0.81 -4.28  -0.330
H -4.83 0.15 -2.81  0.345
H -4.34 -0.14 -1.14  0.155
H -3.78 -1.22 -2.42  0.295
H -3.81 2.87 -3.05  0.375
H -2.08 3.26 -2.95  0.298
H -3.03 3.08 -1.48  0.202
H -2.49 2.10 -5.13  0.288
H -1.64 1.45 -7.33  0.359
H -0.41 -0.68 -7.61  0.343
H -0.01 -2.13 -5.64  0.360
H -0.80 -1.44 -3.42  0.253
C -4.32 3.60 3.17  -1.395
C -5.57 2.91 3.69  1.734
C -6.72 3.07 2.71  -1.853
C -5.95 3.45 5.07  -1.245
O -5.36 1.49 3.82  0.325
Si -4.08 0.58 4.20  -3.212
S -2.72 0.49 2.52  0.271
O -4.60 -0.92 4.58  0.741
C -5.68 -1.72 4.06  1.762
C -7.00 -1.21 4.63  -1.660
C -5.41 -3.13 4.53  -1.556
C -5.69 -1.66 2.53  -1.356
O -3.25 1.18 5.46  1.482
C -3.06 0.90 6.85  1.614
C -1.93 -0.12 6.99  -1.349
C -4.34 0.38 7.48  -1.473
C -2.66 2.22 7.49  -1.540
H -4.50 4.68 3.12  0.569
H -4.06 3.24 2.17  0.243
H -3.47 3.42 3.83  0.143
H -6.91 4.12 2.51  0.455
H -7.64 2.62 3.11  0.358
H -6.48 2.57 1.77  0.337
H -6.23 4.50 5.00  0.485
H -5.10 3.35 5.75  -0.044
H -6.79 2.88 5.47  0.295
H -7.01 -1.32 5.72  0.343
H -7.83 -1.78 4.21  0.499
H -7.14 -0.16 4.39  0.073
H -5.33 -3.16 5.62  0.315
H -4.47 -3.50 4.10  0.128
H -6.21 -3.80 4.22  0.437
H -5.95 -0.65 2.18  0.166
H -6.43 -2.36 2.14  0.595
H -4.71 -1.91 2.14  0.108
H -2.31 -1.14 7.05  0.308
H -1.34 0.07 7.89  0.423
H -1.26 -0.06 6.13  0.065
H -4.67 -0.53 6.99  0.160
H -5.14 1.13 7.40  0.310
H -4.17 0.18 8.54  0.482
H -1.71 2.58 7.07  0.263
H -2.53 2.10 8.57  0.435
H -3.42 2.98 7.32  0.296

Output
DFT total energy	-85846.619	eV
LUMO energy	-0.10	eV
Kohn-Sham gap	5.22	eV

***

Here is ClFIP in the gas phase at a distorted geometry from OMol25. Energies are from ωB97M-V/def2-TZVPD.

Last column: Mulliken charge in e.
CARTESIAN COORDINATES (ANGSTROEM)
F 1.13 1.20 0.38  -0.404
P 0.15 -0.02 -0.78  0.474
Cl 0.95 -1.47 0.34  -0.086
I -2.23 0.30 0.06  0.015

Output
DFT total energy	-32630.035	eV
ΔE to the lowest compared entry with this formula, charge and spin	19.1	kcal per mole
SMILES	FP(Cl)I
LUMO energy	-1.05	eV
Kohn-Sham gap	9.27	eV